1.
ORCA calculation (ωB97M-V/def2-TZVPD) on a 2-piece molecular cluster, C27H42IN4O5P2 overall at a distorted geometry.

```
81
Properties=species:S:1:pos:R:3:lowdin_charge:R:1
I 4.716 -0.629 -1.611 0.52
P 4.285 -1.490 3.316 0.43
P 2.676 -2.022 -1.803 0.59
O -1.880 -2.280 -3.430 0.14
O 4.931 -0.354 3.968 -0.23
O 2.525 -2.000 -3.426 -0.41
O 3.763 -2.557 4.362 -0.08
O 5.175 -2.198 2.209 -0.10
N 0.016 -3.273 -2.608 -0.22
N 2.084 0.082 2.967 0.16
N 3.797 5.621 1.900 0.00
N -4.532 -3.441 -0.759 0.01
C -5.540 -2.745 -0.162 -0.15
C 0.294 1.653 3.182 -0.08
C 2.907 -0.824 2.362 -0.20
C -2.969 3.702 -3.141 -0.09
C -4.056 -4.373 0.116 -0.16
C 4.106 4.193 2.094 -0.28
C 1.243 2.798 3.622 -0.16
C -5.729 -3.246 1.099 -0.10
C 1.384 -0.898 -1.039 -0.30
C -0.318 0.888 0.324 0.07
C -4.777 -4.296 1.277 -0.10
C -0.122 -0.767 -3.036 -0.03
C 1.060 0.659 2.357 -0.12
C 2.917 3.311 1.727 -0.20
C 0.253 -0.365 -1.640 -0.12
C 2.694 -1.152 1.064 -0.08
C -2.298 2.452 -1.006 -0.20
C -2.983 0.105 -1.607 -0.02
C 1.619 -0.583 0.327 -0.16
C -0.595 0.548 -0.967 -0.10
C 1.623 3.718 2.444 -0.18
C 0.776 0.322 1.011 -0.05
C -0.753 -2.155 -3.040 -0.41
C 0.070 -4.320 -3.624 -0.05
C -0.402 -3.780 -1.304 -0.06
C -1.823 1.143 -1.631 -0.30
C -3.433 3.090 -1.807 -0.24
H 0.845 -5.025 -3.342 0.09
H 1.722 4.732 2.815 0.10
H -0.946 1.562 0.869 0.10
H 0.750 3.357 4.412 0.12
H 4.934 3.905 1.440 0.11
H -0.888 -4.837 -3.714 0.09
H 3.365 -1.874 0.635 0.03
H -1.968 3.394 -3.435 0.07
H 2.303 0.335 3.926 0.17
H -3.238 -5.018 -0.160 0.09
H -4.184 -3.282 -1.688 0.14
H 4.505 6.152 2.396 0.07
H -1.300 -4.394 -1.405 0.08
H -2.653 -0.832 -1.167 0.07
H 3.961 5.837 0.923 0.07
H -0.883 -0.114 -3.435 0.11
H -1.584 1.378 -2.664 0.12
H 2.743 -1.118 -3.762 0.03
H 2.170 2.410 4.047 0.11
H -3.654 3.424 -3.937 0.07
H -4.631 -4.901 2.155 0.09
H 0.709 -0.706 -3.722 0.12
H 0.339 -3.872 -4.575 0.10
H -0.461 2.131 2.580 0.10
H 0.397 -4.412 -0.918 0.09
H -3.337 -0.134 -2.604 0.09
H -2.983 4.787 -3.117 0.07
H -2.676 2.303 0.004 0.11
H 2.770 3.400 0.650 0.11
H 0.796 3.681 1.735 0.10
H -0.524 -2.968 -0.591 0.09
H -1.493 3.189 -0.984 0.13
H -3.802 0.503 -1.019 0.08
H -6.450 -2.894 1.817 0.09
H -0.131 1.160 4.053 0.14
H 3.588 -3.432 3.984 0.10
H 4.440 3.989 3.108 0.11
H 5.687 -2.924 2.597 0.11
H -3.910 3.871 -1.222 0.11
H -6.038 -1.943 -0.681 0.11
H -4.214 2.364 -2.009 0.10
H 3.220 2.281 1.917 0.10
```

HOMO energy: -10.08 eV
2S+1: 1
Total charge: +1
LUMO level: -4.075 eV
Orbital gap: 6.003 eV

2.
ORCA calculation (ωB97M-V/def2-TZVPD) on C27H42IrN10SSi3 as an isolated structure.

```
84
Properties=species:S:1:pos:R:3:mulliken_spin:R:1
Ir 0.051 0.095 -0.128 0.73
S -0.076 3.680 2.778 0.16
Si -3.131 -1.552 -0.969 0.00
Si -2.706 0.007 1.719 0.06
Si -1.237 -2.683 1.113 0.01
N 3.839 0.930 -2.195 0.00
N 5.785 -0.198 -2.629 0.00
N 4.151 -1.316 -1.488 0.01
N 0.697 2.103 -1.003 -0.04
N 2.483 -2.423 -0.445 0.00
N 0.867 -0.987 1.488 -0.05
N -0.354 0.026 -4.453 0.00
N 2.128 -0.173 -0.987 0.05
N -0.428 0.001 -2.279 -0.04
N -0.134 1.298 1.382 0.01
C -4.419 -0.648 2.107 0.01
C 0.319 -2.098 2.012 0.01
C 1.585 4.442 -2.184 0.00
C -2.999 1.762 1.100 0.00
C 0.382 4.409 -1.500 0.00
C -1.851 -0.050 3.394 0.00
C -0.096 2.332 1.964 0.00
C 1.870 2.138 -1.643 0.00
C -4.204 -2.947 -0.305 0.00
C -1.787 -1.048 0.350 0.10
C -1.309 0.964 -2.751 0.01
C 0.145 -0.548 -3.346 0.01
C 4.575 -0.206 -2.090 0.00
C -4.347 -0.179 -1.375 0.00
C -2.440 -2.378 -2.521 0.00
C 0.912 -2.703 3.115 0.00
C 2.051 -2.165 3.684 0.00
C -2.308 -3.527 2.383 0.00
C 1.129 -1.658 -3.433 0.00
C 1.972 -0.445 2.038 0.01
C 2.935 -1.279 -0.970 0.00
C -1.277 0.983 -4.101 0.00
C 2.348 3.286 -2.250 0.00
C 2.591 -1.013 3.125 0.00
C -0.027 3.221 -0.921 -0.01
C -0.652 -3.983 -0.105 0.00
C 2.669 0.891 -1.624 -0.01
H -0.762 -0.046 3.391 0.00
H 0.454 -3.593 3.528 0.00
H -5.135 -0.539 1.293 0.00
H -4.051 1.891 0.841 0.00
H -2.189 -0.920 3.961 0.00
H 6.133 0.637 -3.069 0.00
H -2.450 -2.932 3.284 0.00
H -4.948 -3.122 -1.090 0.00
H 3.473 -0.542 3.535 0.00
H 6.368 -1.015 -2.565 0.00
H -3.289 -3.780 1.984 0.00
H -4.435 -1.679 2.458 0.00
H -1.890 1.578 -2.091 -0.01
H -1.501 -4.523 -0.529 0.00
H 1.627 -2.475 0.073 0.01
H -2.173 0.828 3.962 0.00
H -2.815 -3.402 -2.570 0.00
H -4.747 -2.746 0.614 0.00
H -0.048 -4.719 0.435 0.00
H -1.814 1.573 -4.822 0.00
H 1.934 5.355 -2.646 0.00
H -3.951 0.829 -1.387 0.00
H -0.239 5.288 -1.401 0.00
H 3.307 3.256 -2.745 0.00
H -3.660 -3.887 -0.195 0.00
H -2.755 2.496 1.871 0.00
H -2.416 2.002 0.209 0.00
H -0.107 -0.239 -5.393 0.00
H -0.066 -3.604 -0.942 0.00
H -5.170 -0.189 -0.657 0.00
H 3.127 -3.196 -0.415 0.00
H -2.778 -1.869 -3.428 0.00
H -1.359 -2.442 -2.532 0.00
H -0.956 3.169 -0.369 -0.01
H -1.833 -4.468 2.674 0.00
H -4.785 -0.380 -2.357 0.00
H 2.348 0.465 1.592 0.00
H 2.097 -1.298 -3.786 0.00
H 0.768 -2.409 -4.138 0.00
H 2.508 -2.622 4.551 0.00
H -4.780 -0.026 2.935 0.00
H 1.257 -2.148 -2.474 0.00
```

HOMO energy (spin up / spin down): -13.73 / -13.75 eV
2S+1: 2
Total charge: +2
LUMO level (spin up / spin down): -6.494 / -7.686 eV
Orbital gap (spin up / spin down): 7.234 / 6.065 eV

3.
ORCA calculation (ωB97M-V/def2-TZVPD) on C27H42IrN5O3Si3Te as an isolated structure.

```
82
Properties=species:S:1:pos:R:3:lowdin_charge:R:1
Ir -0.281 1.882 0.266 1.07
Te -0.873 -0.270 1.603 1.46
Si -3.862 0.592 0.098 0.45
Si 1.164 -0.327 -1.865 0.53
Si -1.596 -0.785 4.829 0.41
O 1.492 0.969 2.685 -0.02
O 3.451 1.576 2.084 0.12
O 0.042 0.808 -1.315 -0.53
N 3.756 2.955 -0.009 0.25
N 2.258 1.516 1.940 -0.39
N 1.664 2.077 0.780 -0.02
N 1.802 3.470 -1.031 0.05
N 0.403 3.421 -1.108 -0.02
C -1.886 -2.999 -2.607 -0.08
C 0.189 -1.205 5.151 -0.17
C 5.069 -0.950 0.653 -0.06
C -4.995 -0.098 -1.198 -0.15
C 2.432 1.174 -6.088 -0.06
C -1.615 0.523 3.429 -0.50
C 2.726 -1.361 0.320 -0.12
C 2.619 -0.390 -4.270 -0.09
C -2.753 -0.791 0.759 -0.49
C 2.698 -0.525 -0.807 -0.24
C 3.888 -1.569 1.045 -0.06
C -1.403 -4.219 -2.146 -0.06
C 1.643 0.299 -3.544 -0.24
C 0.188 -1.914 -1.944 -0.23
C 2.453 2.809 -0.059 -0.36
C 1.444 1.861 -5.398 -0.07
C -2.526 -2.281 4.205 -0.18
C -4.753 1.506 1.447 -0.16
C 0.660 -3.156 -1.514 -0.08
C -2.596 1.752 -0.725 -0.23
C 3.011 0.042 -5.527 -0.05
C 5.076 -0.128 -0.464 -0.08
C -0.129 -4.296 -1.607 -0.06
C -2.434 -0.013 6.294 -0.16
C 1.055 1.419 -4.141 -0.11
C -1.097 -1.865 -2.504 -0.11
C 3.904 0.078 -1.183 -0.12
H -3.237 -1.392 1.532 0.02
H -1.915 0.889 6.623 0.04
H -1.976 1.154 -1.390 0.02
H -2.102 2.240 0.192 -0.02
H -2.620 0.897 3.238 0.00
H 3.083 -1.278 -3.852 0.12
H 3.881 -2.225 1.906 0.12
H -2.499 -1.467 -0.063 0.01
H -5.533 -0.966 -0.813 0.05
H -2.867 -2.944 -3.061 0.11
H 0.020 4.361 -1.012 0.14
H 6.001 0.329 -0.792 0.11
H 0.261 -2.000 5.895 0.05
H 0.967 2.721 -5.849 0.11
H 0.258 -5.249 -1.269 0.11
H 4.286 2.401 0.649 0.11
H -5.357 0.828 2.053 0.05
H 1.828 -1.888 0.624 0.08
H 0.738 -0.342 5.533 0.04
H 0.702 -1.557 4.251 0.02
H -3.564 -2.043 3.961 0.04
H -2.012 -5.109 -2.229 0.11
H -4.083 2.046 2.119 0.02
H 0.151 3.030 -2.020 0.09
H 5.983 -1.126 1.205 0.12
H 2.740 1.509 -7.070 0.11
H 4.236 3.547 -0.668 0.15
H -2.547 -3.050 4.980 0.05
H -0.960 1.357 3.678 0.01
H -2.059 -2.742 3.330 0.02
H -2.977 2.620 -1.263 0.07
H -5.434 2.238 1.008 0.05
H -5.739 0.637 -1.509 0.05
H -1.481 -0.923 -2.887 0.10
H 2.309 3.912 -1.785 0.18
H 3.765 -0.506 -6.075 0.12
H -4.441 -0.416 -2.083 0.04
H 1.661 -3.246 -1.110 0.10
H -2.448 -0.709 7.135 0.05
H 0.222 1.919 -3.645 0.08
H 3.936 0.701 -2.070 0.10
H -3.468 0.254 6.070 0.04
```

HOMO energy: -13.72 eV
2S+1: 1
Total charge: +2
LUMO level: -7.410 eV
Orbital gap: 6.311 eV